## one
{"formula": "C9H20O", "method": "wB97M-V/def2-TZVPD", "elements": ["C", "C", "H", "C", "C", "H", "H", "H", "H", "H", "C", "H", "C", "H", "H", "H", "H", "C", "C", "H", "H", "H", "H", "H", "O", "H", "H", "C", "H", "H"], "positions_angstrom": [[2.38557, 0.53208, 0.87160], [1.05226, -0.35236, 0.70828], [-3.19127, -0.53816, -1.39408], [-2.15990, 0.29360, 0.99760], [-2.18169, -0.13302, -1.46324], [2.92730, 0.06323, 1.69533], [0.44280, -0.11495, -1.31444], [-1.04435, -2.15669, 1.06418], [-0.76482, 2.11290, -0.94448], [-0.90977, -2.43211, -0.69588], [0.04115, 1.74598, -0.31510], [-1.68222, -0.61921, -2.29958], [0.09201, 0.21947, -0.33262], [2.79864, 1.02170, -1.20676], [-2.34438, 1.34430, 0.79224], [-2.47902, -2.24995, 0.07186], [3.47525, -0.50924, -0.65512], [-1.41884, -0.38364, -0.15736], [3.27055, 0.51845, -0.36624], [2.13707, 1.54629, 1.17782], [4.21956, 1.01122, -0.15892], [-1.59724, 0.21528, 1.92593], [-3.12812, -0.18335, 1.15082], [0.96323, 2.16970, -0.70095], [1.53860, -1.62799, 0.36748], [0.56720, -0.37176, 1.69719], [0.82422, -2.26938, 0.39192], [-1.44684, -1.89666, 0.08622], [-2.27067, 0.92644, -1.68795], [-0.11627, 2.11784, 0.69423]], "gap_ev": 10.716, "lumo_energy_ev": 0.82, "smiles": "CC[C@H](O)[C@H](C)C(C)(C)C", "multiplicity": 1, "homo_energy_ev": -9.90, "charge": 0}

=====

## two
{"formula": "C9H20O", "method": "wB97M-V/def2-TZVPD", "elements": ["H", "C", "H", "C", "H", "C", "H", "H", "H", "C", "H", "C", "C", "H", "H", "H", "H", "O", "H", "C", "C", "H", "H", "H", "H", "H", "H", "H", "C", "H"], "positions_angstrom": [[-1.36114, -0.08460, -2.41644], [-1.40646, -0.10029, -0.25034], [2.45617, -1.87416, -0.48751], [0.23273, 0.70923, -0.14858], [-2.28988, 1.77477, -0.91388], [-2.46834, 0.99504, -0.17394], [-0.89959, -1.64271, -1.71811], [-3.45801, 0.57430, -0.37894], [0.97946, -0.68292, 1.29127], [-1.65455, -1.09150, 0.87893], [-1.49016, -0.62980, 1.85224], [0.16424, 1.92544, 0.76063], [2.75625, 0.52064, 0.44417], [0.75657, -2.30627, -0.51646], [-2.69070, -1.44402, 0.85793], [-2.57712, -1.15606, -1.73561], [0.43732, 1.02400, -1.17514], [3.80065, -0.38765, 0.67684], [1.07721, 2.51307, 0.68492], [1.18972, -0.33076, 0.27849], [-1.55521, -0.78548, -1.60445], [-2.51681, 1.44819, 0.81453], [3.63473, -0.83682, 1.51308], [-0.64387, 2.58939, 0.46801], [0.02409, 1.63106, 1.79944], [1.41237, -1.15644, -1.70518], [2.98615, 1.03162, -0.49028], [2.67990, 1.23646, 1.26692], [1.45353, -1.48543, -0.66901], [-1.02926, -1.97829, 0.79644]], "gap_ev": 9.589, "lumo_energy_ev": 0.82, "smiles": "C[C@@H](CO)[C@H](C)C(C)(C)C", "multiplicity": 1, "homo_energy_ev": -8.77, "charge": 0}

=====

Most stable structure - one; separation to the second - 0.0440 hartree.

=====

## one
{"formula": "C3H3I3O", "method": "wB97M-V/def2-TZVPD", "elements": ["C", "C", "H", "I", "H", "I", "I", "H", "O", "C"], "positions_angstrom": [[-0.73347, 0.46822, 0.33666], [0.69400, 0.06377, 0.12790], [0.36562, -1.72076, -0.87337], [1.84654, 1.47262, 1.29566], [-2.57843, -0.16614, -0.21116], [-1.31287, 2.22352, -1.00873], [3.06379, -1.50900, -0.65613], [-0.77140, 0.82480, 1.39088], [-1.69358, -0.61011, 0.02259], [1.11979, -1.04692, -0.42430]], "gap_ev": 8.574, "lumo_energy_ev": -0.62, "smiles": "O[C@H](I)/C(I)=C/I", "multiplicity": 1, "homo_energy_ev": -9.19, "charge": 0}

=====

## two
{"formula": "C3H3I3O", "method": "wB97M-V/def2-TZVPD", "elements": ["H", "O", "H", "C", "H", "I", "C", "I", "C", "I"], "positions_angstrom": [[-0.99262, 0.18754, -1.67472], [1.31035, 0.84631, 1.06582], [-1.45774, -0.63809, 1.19266], [-0.85694, -0.14994, -0.67269], [-2.83264, -0.97205, 0.10583], [1.52794, -1.83942, 0.90203], [1.23639, 0.04903, 0.01200], [2.42004, 0.35147, -1.75326], [-1.73752, -0.67914, 0.14698], [1.38276, 2.84428, 0.67536]], "gap_ev": 7.131, "lumo_energy_ev": -1.64, "multiplicity": 1, "homo_energy_ev": -8.77, "charge": 0}

=====

Most stable structure - one; separation to the second - 0.1263 hartree.

=====

## one
{"formula": "C11H15NS", "method": "wB97M-V/def2-TZVPD", "elements": ["C", "H", "H", "C", "H", "H", "C", "H", "C", "H", "N", "H", "C", "S", "H", "H", "C", "C", "H", "C", "H", "H", "C", "H", "H", "C", "H", "C"], "positions_angstrom": [[1.10538, 0.99838, 0.00460], [1.84940, 1.76370, -0.16554], [0.53621, -1.08512, 1.00572], [-1.41043, -1.43785, 3.71011], [-1.55740, -2.02596, 4.55805], [-0.24733, -2.79425, 2.39003], [-0.64646, -1.81904, 2.58355], [2.44999, -0.45434, -1.86879], [-0.14196, -0.83929, 1.82215], [0.16718, 2.18480, -2.36041], [0.53608, 1.32678, 1.13157], [-2.07529, 3.32212, 2.68911], [-1.26510, 1.00606, 2.95075], [-1.95811, 2.50079, 3.76585], [-1.47414, 0.24309, -1.99847], [0.99822, -1.44851, -2.22267], [-1.73919, -0.08382, 3.80459], [-0.87547, -0.05528, -1.23022], [1.37929, -1.20343, -0.64522], [0.62333, 0.34761, -1.32632], [-2.60142, 0.15770, 4.45282], [-1.25992, 0.43408, -0.39714], [1.52426, -0.88199, -1.56882], [1.81767, 1.75142, -2.31620], [0.69544, 0.88615, -3.33469], [-0.32725, 0.56670, 1.91265], [-0.85234, -1.16997, -1.09647], [0.86984, 1.33902, -2.41540]], "gap_ev": 8.156, "lumo_energy_ev": 0.16, "smiles": "CC(C)(C)/C=N\\c1ccccc1S", "multiplicity": 1, "homo_energy_ev": -7.99, "charge": 0}

=====

## two
{"formula": "C11H15NS", "method": "wB97M-V/def2-TZVPD", "elements": ["C", "H", "H", "H", "H", "S", "N", "C", "H", "H", "H", "C", "H", "C", "C", "C", "C", "C", "H", "C", "H", "C", "C", "H", "H", "H", "H", "H"], "positions_angstrom": [[-1.60919, -2.60799, -0.74781], [2.25668, -1.63795, 0.13307], [0.95471, -2.16680, 0.88342], [1.00510, 0.37112, 2.10334], [-0.44448, 1.34539, -0.63522], [0.11118, 4.65347, 1.27273], [-0.56867, -2.01520, -1.56786], [0.89231, -2.30274, -1.21925], [2.42111, 3.28642, 0.75581], [-2.15650, 3.74207, 1.90363], [-1.33016, 1.35790, 1.83775], [1.27381, 3.32641, 0.91971], [-1.45741, -3.83222, -0.71476], [1.20745, 0.81284, 1.20446], [-0.86655, -0.68209, -1.75171], [-0.71555, 2.22843, 1.53821], [-0.27264, 0.27658, -0.73136], [1.19371, -1.53811, -0.01082], [-2.48868, -2.32017, -1.45757], [0.72050, -0.15239, 0.10844], [-1.90039, -2.31622, 0.34648], [0.61155, 2.17318, 1.23630], [-1.16115, 3.56738, 1.56308], [1.00413, -3.33511, -1.32546], [1.50790, -2.23177, -2.16345], [-1.97782, -0.58653, -1.77579], [-0.47229, -0.23176, -2.75912], [2.26136, 0.81586, 1.05377]], "gap_ev": 8.932, "lumo_energy_ev": 0.84, "smiles": "CN1CC=C(Cc2ccsc2)CC1", "multiplicity": 1, "homo_energy_ev": -8.09, "charge": 0}

=====

## three
{"formula": "C11H15NS", "method": "wB97M-V/def2-TZVPD", "elements": ["H", "C", "H", "C", "H", "C", "H", "C", "H", "C", "H", "C", "C", "H", "H", "H", "C", "C", "H", "S", "C", "N", "H", "C", "H", "H", "H", "H"], "positions_angstrom": [[1.87878, -2.43614, -4.80337], [-1.54823, 0.91375, 1.57142], [-3.06608, -1.29914, 0.31540], [-1.39307, -0.44920, 1.25123], [2.15892, -2.16820, -0.42388], [-2.64221, 1.78669, 1.88628], [-3.51229, 1.19314, 2.11021], [2.72685, -2.20614, -4.10237], [3.47014, -2.48492, -1.44353], [-1.21360, 3.72235, 1.32135], [3.13424, -3.09335, -3.77879], [-0.11388, 2.90620, 1.19953], [-2.37107, -1.65964, 1.24270], [0.71997, 3.27181, 0.81249], [-1.78209, -2.59768, 1.02941], [0.44527, -1.64684, 0.82330], [-2.48184, 3.20111, 1.83259], [-0.22972, 1.48386, 1.24368], [-3.38533, 3.80586, 1.90882], [1.67271, -1.41248, -2.79437], [2.60777, -1.77755, -1.33694], [0.65089, 0.47299, 1.01554], [1.63652, 0.59396, 0.76255], [-0.06843, -0.72551, 0.91267], [-2.97140, -1.64890, 2.16648], [-1.21979, 4.76888, 1.02212], [3.62794, -1.68452, -4.48729], [3.26903, -0.83041, -1.25723]], "gap_ev": 8.437, "lumo_energy_ev": 0.77, "smiles": "Cc1c[nH]c2ccccc12.CSC", "multiplicity": 1, "homo_energy_ev": -7.67, "charge": 0}

=====

## four
{"formula": "C11H15NS", "method": "wB97M-V/def2-TZVPD", "elements": ["H", "C", "H", "H", "H", "C", "H", "C", "H", "H", "H", "C", "H", "H", "C", "C", "H", "H", "S", "H", "H", "C", "C", "N", "H", "C", "C", "C"], "positions_angstrom": [[-3.47774, -0.70659, 1.93104], [-2.51875, -0.00631, 0.22206], [-0.60777, 1.79442, 1.11503], [0.33733, -2.45444, 1.17629], [-1.95190, 0.45573, -2.57129], [1.91658, -1.69453, -1.48761], [-3.45895, 0.40694, -0.10438], [-0.32317, -1.03479, -0.26363], [-0.66449, 3.53454, 0.64966], [0.14810, 2.28087, -0.27285], [2.61879, -1.24897, -2.18528], [-0.04855, 2.64941, 0.73655], [1.62760, -2.64145, -1.96897], [3.34336, 1.66604, 1.27525], [2.23961, 1.52430, 1.12983], [-2.53919, -0.75834, 1.38244], [2.22722, 1.22723, 0.07801], [2.29233, 0.55722, 1.66309], [1.38514, 2.92329, 1.82670], [0.44413, 0.24982, -3.16694], [2.39310, -2.03394, -0.57370], [0.70030, -0.85517, -1.25128], [0.04894, -0.26953, -2.29949], [-1.23487, 0.11497, -1.96013], [-1.47156, -2.05010, 2.80352], [-0.44849, -1.72788, 0.94223], [-1.49281, -0.33753, -0.66562], [-1.48429, -1.56521, 1.83948]], "gap_ev": 8.765, "lumo_energy_ev": 0.78, "smiles": "Cc1c[nH]c2ccccc12.CSC", "multiplicity": 1, "homo_energy_ev": -7.98, "charge": 0}

=====

Most stable structure - four; separation to the second - 0.0350 hartree.